Formula: C2H12N4
Source: the OMol25 dataset
Level of theory: ωB97M-V/def2-TZVPD

HOMO level (eV): -8.8
Electronic energy (a.u.): -302.38102
LUMO (eV): 1.04
Energy relative to the best compared isomer or geometry (same formula, charge and spin) (eV): 0.562

ORCA input file:
```
! RIJCOSX wB97M-V def2-TZVPD def2/J DEFGRID3
* xyz 0 1
N -2.802 1.199 -0.365
C -2.237 -0.074 -0.897
H 1.280 -0.687 -0.310
N 1.027 0.136 1.556
H 0.187 -0.415 1.718
H 3.385 0.678 0.477
H -2.026 -0.750 -0.049
C 1.799 -0.755 0.647
H -1.986 1.680 -0.024
H -2.969 -0.640 -1.490
H 1.539 0.091 2.438
H -1.145 0.566 -2.537
H 3.745 -0.775 -0.218
H -0.339 0.686 -1.166
H -3.522 0.974 0.305
N 3.171 -0.301 0.449
H 1.928 -1.727 1.103
N -1.036 0.113 -1.636
*
```